P) DFT (ωB97M-V/def2-TZVPD) results for a molecular structure, C25H46AlP2.

XYZ file:
```
74
Properties=species:S:1:pos:R:3
Al -0.30725 -0.56702 -3.30197
C -0.33827 -2.24252 2.96752
C 1.00250 -2.28670 2.50574
C 0.93473 -0.85209 4.30344
C -0.37902 -1.36748 4.09564
C 1.78206 -1.43677 3.32903
C -1.49199 -3.02146 2.47187
H -1.24075 -3.51724 1.52160
H -2.37216 -2.37151 2.32660
H -1.79733 -3.81188 3.17943
C -1.55114 -1.08402 4.93641
H -2.48370 -1.34291 4.42326
H -1.59455 -0.02693 5.22854
H -1.55784 -1.66078 5.87699
C 1.33586 0.08281 5.36762
H 1.55438 -0.43085 6.31910
H 0.52828 0.80126 5.56178
H 2.23823 0.63882 5.08236
C 3.24521 -1.26001 3.25635
H 3.77431 -1.94298 3.93341
H 3.55658 -0.24806 3.53267
H 3.62534 -1.46524 2.25078
C 1.53416 -3.18114 1.44874
H 1.97923 -4.09390 1.87598
H 2.32342 -2.70170 0.85600
H 0.73956 -3.50736 0.77336
C -1.53745 0.34250 -4.63715
C -1.58393 -1.08642 -4.73180
C -0.88964 -1.67661 -5.97042
C 0.64050 -1.49458 -5.90224
C 1.14475 -1.11125 -4.51319
C 1.21992 0.29168 -4.20442
C 0.71097 1.37462 -5.14272
C -0.73748 1.17470 -5.64478
H -1.24587 -1.15917 -6.90505
H 0.92187 -0.71034 -6.61244
H -1.12722 -2.75739 -6.09143
H -0.74483 0.77289 -6.67247
H -2.35790 0.90854 -4.20758
H -2.47308 -1.61182 -4.37939
H -1.18581 2.18655 -5.74326
H 0.72782 2.30876 -4.55226
H 1.99439 0.66092 -3.52763
H 1.42451 1.54578 -5.97498
H 1.13696 -2.42451 -6.24999
H 1.87051 -1.79573 -4.07942
P -2.01430 1.50061 0.72819
P 1.05999 1.57048 1.11343
C -1.09072 2.70447 -0.31775
C 0.26238 3.03053 0.29028
H -1.73082 3.60122 -0.32914
H -1.01733 2.35438 -1.36558
H 0.92661 3.42558 -0.49180
H 0.11889 3.77632 1.11555
C 2.01133 2.56536 2.32885
H 2.28506 1.94463 3.19384
H 1.39597 3.39549 2.68253
H 2.91046 2.97099 1.85240
C 2.40185 0.81778 0.11218
H 3.06367 1.58300 -0.30949
H 1.97225 0.18580 -0.66991
H 2.98309 0.16503 0.78733
C -3.59597 1.53914 -0.09800
H -4.18497 0.70871 0.29592
H -3.43882 1.44444 -1.18018
H -4.05303 2.51075 0.12520
C -1.27278 -0.09824 0.24749
H -0.41350 -0.39201 0.88489
H -0.89175 -0.12373 -0.79902
H -2.04685 -0.88224 0.33365
C -2.11211 1.67900 2.50006
H -1.22507 1.31315 3.03435
H -3.00980 1.12133 2.81522
H -2.24260 2.74660 2.73985
```

The total charge is +1. For the HOMO-LUMO gap (spin up / spin down), the calculation gives 6.08 / 5.58 eV. Its highest occupied orbital energy (spin up / spin down) is -9.3 / -9.1 eV.

---

Q) DFT (ωB97M-V/def2-TZVPD) results for a molecular structure, C25H46AlP2.

XYZ file:
```
74
Properties=species:S:1:pos:R:3
Al 3.25647 1.54088 -4.15509
C 1.09142 0.75984 1.83091
C 0.45098 1.92490 1.32659
C -1.17959 0.43711 1.97855
C 0.08309 -0.14833 2.23981
C -0.95468 1.72528 1.42636
C 2.54523 0.55215 2.00558
H 3.11453 1.32571 1.48059
H 2.85053 -0.43731 1.63257
H 2.84318 0.59102 3.06640
C 0.29545 -1.46414 2.87671
H 1.31009 -1.82929 2.70208
H -0.41063 -2.21159 2.50074
H 0.16069 -1.43513 3.96713
C -2.49819 -0.17105 2.25648
H -2.81420 0.00209 3.29642
H -2.45836 -1.25810 2.10131
H -3.27642 0.24383 1.60353
C -1.99337 2.71412 1.09331
H -2.28725 3.29342 1.98083
H -2.90683 2.24452 0.70796
H -1.64225 3.43421 0.34637
C 1.10822 3.17591 0.90088
H 1.10140 3.93097 1.70188
H 0.60874 3.63301 0.03709
H 2.15735 3.00145 0.63801
C 4.21088 0.56603 -5.63162
C 5.09806 1.39304 -4.86372
C 5.53830 2.70931 -5.49951
C 4.35874 3.67751 -5.72900
C 3.11319 3.32533 -4.91958
C 2.14239 2.42551 -5.49522
C 2.32700 1.76828 -6.85028
C 3.67564 1.00644 -6.99446
H 6.01789 2.52846 -6.46593
H 4.11267 3.68168 -6.79572
H 6.28057 3.18740 -4.85837
H 4.38631 1.61308 -7.56569
H 4.24900 -0.52307 -5.53411
H 5.83199 0.91725 -4.21679
H 3.47400 0.11888 -7.61197
H 1.52439 1.02137 -6.93871
H 1.09388 2.52419 -5.22384
H 2.16753 2.48002 -7.67378
H 4.68062 4.69740 -5.47566
H 2.77234 4.12209 -4.25357
P 1.35668 -1.88356 -1.89773
P -1.06079 0.08019 -1.96584
C 0.54421 -1.61010 -3.54046
C -0.86386 -1.06441 -3.39877
H 0.53278 -2.59235 -4.03148
H 1.19039 -0.96537 -4.16812
H -1.14105 -0.54661 -4.32569
H -1.55678 -1.90673 -3.20794
C -2.85072 -0.20063 -1.75091
H -3.16048 0.10220 -0.74266
H -3.07683 -1.26974 -1.87323
H -3.42127 0.36653 -2.50132
C -1.09586 1.82424 -2.54858
H -1.74527 1.93566 -3.43240
H -0.07193 2.17760 -2.76629
H -1.50127 2.43603 -1.72289
C 2.79719 -2.82994 -2.40643
H 3.47637 -2.88148 -1.54525
H 3.29665 -2.34078 -3.25785
H 2.46269 -3.83396 -2.70430
C 2.00967 -0.25153 -1.46370
H 1.29262 0.30407 -0.83181
H 2.24894 0.39500 -2.35010
H 2.93330 -0.39625 -0.88544
C 0.46007 -2.62848 -0.56069
H -0.20480 -1.92596 -0.03682
H 1.20527 -3.01286 0.14862
H -0.13896 -3.46323 -0.94336
```

The total charge is +1. For the HOMO-LUMO gap (spin up / spin down), the calculation gives 6.35 / 5.45 eV. Its highest occupied orbital energy (spin up / spin down) is -9.4 / -9.0 eV.

---

Relative energies, in hartree, with the most stable structure set to zero: P) 0.0099; Q) 0.0000.

---

P) DFT (ωB97M-V/def2-TZVPD) results for a single C3H2S2 molecule.

XYZ file:
```
7
Properties=species:S:1:pos:R:3
C -1.29812 0.14287 0.26589
C 1.42291 0.66063 0.51775
C -0.99386 -0.57775 -0.65426
S 0.22083 -1.42254 -1.51181
S 2.05616 -0.40111 -0.41005
H -1.89205 0.41785 1.07281
H 0.48414 1.18005 0.71968
```

For the HOMO-LUMO gap, the calculation gives 8.06 eV. Its highest occupied orbital energy is -8.8 eV.

---

Q) DFT (ωB97M-V/def2-TZVPD) results for a single C3H2S2 molecule.

XYZ file:
```
7
Properties=species:S:1:pos:R:3
C 0.03085 -0.11959 -0.06259
C -1.38168 -0.04044 -0.10625
C -2.61701 -0.06233 0.02873
H 1.90275 0.83501 0.08719
H -3.62309 -0.10145 0.26953
S 0.71650 1.45272 0.01263
S 0.87896 -1.41518 0.01762
```

For the HOMO-LUMO gap, the calculation gives 8.18 eV. As for the structure (SMILES): C#CC(=S)S. Its highest occupied orbital energy is -9.1 eV.

---

Relative energies, in hartree, with the most stable structure set to zero: P) 0.0755; Q) 0.0000.

---

P) DFT (ωB97M-V/def2-TZVPD) results for a single C4H5F3O molecule.

XYZ file:
```
13
Properties=species:S:1:pos:R:3
C -0.69175 -0.46480 0.42897
C 0.52708 0.33113 1.00600
C -1.25691 0.71113 -0.38181
C 1.55969 0.39538 0.01190
O 1.40958 -0.27893 -1.13297
F -2.16551 1.43671 0.27994
F 2.72330 -0.04511 0.67855
F 1.95749 1.79703 -0.19995
H -0.29456 -1.16208 -0.20631
H -1.51423 -0.76136 0.95735
H 0.34149 1.30039 1.43616
H -0.96138 1.15712 -1.30799
H 2.28725 -0.12073 -1.55174
```

For the HOMO-LUMO gap (spin up / spin down), the calculation gives 9.22 / 8.12 eV. Its highest occupied orbital energy (spin up / spin down) is -9.0 / -8.5 eV.

---

Q) DFT (ωB97M-V/def2-TZVPD) results for 2 unconnected molecules or ions with the total composition C4H5F3O.

XYZ file:
```
13
Properties=species:S:1:pos:R:3
C 0.95238 -0.00687 0.96677
C 0.24293 -1.27609 0.94816
C 0.95310 -0.94634 -0.28423
C -2.27193 -0.51836 -0.04909
O -2.11039 0.61948 -0.77072
F 2.07880 -1.51726 -0.53470
F -3.03952 -0.48579 1.01277
F -2.33353 -1.62479 -0.80280
H 0.44360 0.90126 0.74322
H 1.91178 0.06860 1.45460
H 0.49769 -2.01896 1.62125
H 0.41373 -0.68871 -1.25169
H -2.64916 1.42093 -0.46461
```

For the HOMO-LUMO gap (spin up / spin down), the calculation gives 8.16 / 8.51 eV. Its highest occupied orbital energy (spin up / spin down) is -8.1 / -8.4 eV.

---

R) DFT (ωB97M-V/def2-TZVPD) results for a single C4H5F3O molecule.

XYZ file:
```
13
Properties=species:S:1:pos:R:3
C 0.60059 0.44750 0.62895
C -0.41708 -0.64052 0.77326
C 1.12813 -0.65819 -0.29981
C -1.67508 -0.48472 0.07204
O -1.34175 -0.01044 -1.16394
F 2.21440 -1.42020 0.09427
F -2.50572 0.35984 0.66739
F -2.20714 -1.66311 -0.05490
H 0.27068 1.22299 0.03146
H 1.22174 0.58945 1.46390
H -0.40555 -1.34860 1.57476
H 0.75478 -0.58106 -1.37187
H -2.04874 -0.02375 -1.77359
```

For the HOMO-LUMO gap, the calculation gives 9.74 eV. As for the structure (SMILES): OC(F)(F)[C@@H]1C[C@H]1F. Its highest occupied orbital energy is -9.0 eV.

---

Relative energies, in hartree, with the most stable structure set to zero: P) 0.0543; Q) 0.1205; R) 0.0000.

---

P) DFT (ωB97M-V/def2-TZVPD) results for a single C4H6NP molecule.

XYZ file:
```
12
Properties=species:S:1:pos:R:3
C -0.88473 1.38690 -1.42860
C -0.57955 0.11473 -1.25788
C -0.67100 -1.01516 -0.00315
C 0.50736 -0.56153 0.93415
N 0.98005 0.84171 0.73004
P 0.90008 1.20730 -0.95242
H -1.68080 2.10757 -1.83473
H -1.67331 -0.95354 0.42890
H -0.42248 -2.08951 -0.43870
H 0.25510 -0.66701 1.99644
H 1.41005 -1.26172 0.66239
H 1.85923 0.89027 1.16355
```

For the HOMO-LUMO gap, the calculation gives 8.40 eV. As for the structure (SMILES): C1=P2=C1CCN2. Its highest occupied orbital energy is -7.8 eV.

---

Q) DFT (ωB97M-V/def2-TZVPD) results for 2 unconnected molecules or ions with the total composition C4H6NP.

XYZ file:
```
12
Properties=species:S:1:pos:R:3
C -0.80752 -2.60597 -0.84814
C 0.10022 -2.08047 -0.22692
C -1.25704 1.45385 0.23451
C -0.06669 1.72010 0.83272
N 1.98726 -0.48772 -0.77053
P 1.37799 -1.09018 0.54059
H -1.51357 -3.38208 -1.23006
H -2.09845 0.90972 0.70113
H -1.43527 1.73394 -0.76040
H 0.35935 1.48912 1.85758
H 0.61742 2.26346 0.30243
H 2.73629 0.07623 -0.63292
```

For the HOMO-LUMO gap, the calculation gives 9.02 eV. As for the structure (SMILES): [H]/N=P/C#C.C=C. Its highest occupied orbital energy is -9.6 eV.

---

Relative energies, in hartree, with the most stable structure set to zero: P) 0.0000; Q) 0.0180.

---

P) DFT (ωB97M-V/def2-TZVPD) results for a gas-phase ion, CH3NO2P (charge -1).

XYZ file:
```
8
Properties=species:S:1:pos:R:3
C 1.18228 -0.08386 0.02373
N -0.09914 -0.63967 0.15256
O 2.19075 -0.89134 0.11696
O 1.19714 1.13212 -0.22157
P -1.19014 0.69514 0.21157
H -0.15565 -1.33447 0.89051
H -2.37753 0.11966 -0.19804
H -0.74772 1.00243 -0.97572
```

The total charge is -1. For the HOMO-LUMO gap, the calculation gives 8.51 eV. As for the structure (SMILES): O=C([O-])NP. Its highest occupied orbital energy is -4.0 eV.

---

Q) DFT (ωB97M-V/def2-TZVPD) results for a molecular structure, CH3NO2P.

XYZ file:
```
8
Properties=species:S:1:pos:R:3
C 0.99805 0.18784 -2.02048
N 0.99709 1.24616 -2.58491
O 1.06172 -1.01971 -1.92065
O 0.83681 0.69811 0.30484
P -0.54965 0.59802 -0.16533
H 1.20450 2.14205 -2.16244
H -1.30992 0.41013 1.01698
H -0.73380 -0.76934 -0.23408
```

The total charge is -1. For the HOMO-LUMO gap, the calculation gives 6.96 eV. Its highest occupied orbital energy is -2.6 eV.

---

Relative energies, in hartree, with the most stable structure set to zero: P) 0.0000; Q) 0.0509.